The following is a DFT calculation (ωB97M-V/def2-TZVPD) of one molecule with the formula C3H4N2S2.

Summary:
**Largest force on an atom**: 0.01599 Eh/bohr
**SMILES string**: S=C/N=C/NC=S
**E**: -27825.4511 eV
**Frontier orbital gap**: 7.72 eV
**HOMO level**: -0.3257 hartree

Geometry as XYZ:
```
11
Properties=species:S:1:pos:R:3:lowdin_charge:R:1
C -0.9091 -1.0551 1.4898 -0.70
C 0.6065 -0.0082 -0.0868 -0.18
C 0.0882 1.3863 -1.7907 -0.79
H -1.6714 -0.5487 0.9188 0.06
H 1.1111 -1.2640 1.4678 0.13
H 1.6803 0.0550 -0.3154 0.14
H 1.1701 1.4273 -1.9688 0.05
N 0.3433 -0.8137 0.9896 -0.02
N -0.3276 0.6064 -0.7262 -0.01
S -1.1932 -2.0132 2.7641 0.66
S -0.8982 2.2280 -2.7423 0.67
```

=====

The following is a DFT calculation (ωB97M-V/def2-TZVPD) of C3H4N3 as an isolated structure in a non-equilibrium geometry.

Summary:
**Total charge**: +1
**Largest force on an atom**: 0.08653 Eh/bohr
**E**: -7631.6147 eV
**Frontier orbital gap (spin up / spin down)**: 7.55 / 9.19 eV
**HOMO level (spin up / spin down)**: -0.6005 / -0.6120 hartree

Geometry as XYZ:
```
10
Properties=species:S:1:pos:R:3:lowdin_charge:R:1
C -1.8109 0.3096 -2.2026 0.11
C -0.5087 -0.4965 -0.8582 -0.16
C 0.1059 0.3993 0.1776 0.03
N -2.8995 -0.2875 -1.5132 0.11
N -2.3463 -0.8467 -0.6046 0.27
N -0.6174 0.1669 -2.0290 0.16
H -0.2897 -1.5305 -0.8922 0.16
H 0.3034 -0.0460 1.1846 0.14
H -0.4945 1.2581 0.0087 0.10
H 1.0490 0.6214 -0.1331 0.08
```

=====

The following is a DFT calculation (ωB97M-V/def2-TZVPD) of an isolated ion of composition C3H4N3 and charge +1 in a non-equilibrium geometry.

Summary:
**Total charge**: +1
**Largest force on an atom**: 0.02622 Eh/bohr
**E**: -7636.0137 eV
**Frontier orbital gap**: 8.92 eV
**HOMO level**: -0.5686 hartree

Geometry as XYZ:
```
10
Properties=species:S:1:pos:R:3:lowdin_charge:R:1
C -0.9182 0.6724 0.0310 -0.15
C 2.2396 0.5537 0.0195 0.23
C 0.5775 -1.2394 -0.0192 -0.04
N 1.6500 -0.4731 0.0239 0.03
N 0.0003 1.5158 -0.0482 0.16
N -0.6141 -0.7158 -0.0296 0.15
H -1.9948 0.8419 0.1401 0.15
H 0.7224 -2.3202 -0.0514 0.18
H -0.2382 2.5003 -0.0105 0.11
H -1.4245 -1.3355 -0.0556 0.19
```

=====

The following is a DFT calculation (ωB97M-V/def2-TZVPD) of an isolated ion of composition C3H4N3 and charge +1 in a non-equilibrium geometry.

Summary:
**Total charge**: +1
**Largest force on an atom**: 0.07148 Eh/bohr
**SMILES string**: CC=[N+]=NC#N
**E**: -7632.9843 eV
**Frontier orbital gap**: 10.10 eV
**HOMO level**: -0.6420 hartree

Geometry as XYZ:
```
10
Properties=species:S:1:pos:R:3:lowdin_charge:R:1
C -2.2085 0.5329 0.0420 -0.15
C 0.1626 -0.3068 -0.4502 -0.05
C 1.3130 0.1395 0.3169 0.00
N -1.9666 -0.8550 0.2422 0.20
N -0.8091 -1.0282 -0.0268 0.12
N -1.8784 1.6262 -0.0817 0.24
H 0.5352 -0.5619 -1.4807 0.20
H 1.7364 1.0424 -0.2007 0.14
H 1.9247 -0.7611 0.1323 0.13
H 1.1907 0.1721 1.5066 0.17
```

=====

The following is a DFT calculation (ωB97M-V/def2-TZVPD) of an isolated ion of composition C3H4N3 and charge +1 in a non-equilibrium geometry.

Summary:
**Total charge**: +1
**Largest force on an atom**: 0.07256 Eh/bohr
**SMILES string**: CC=[N+]=NC#N
**E**: -7632.1046 eV
**Frontier orbital gap**: 9.46 eV
**HOMO level**: -0.6351 hartree

Geometry as XYZ:
```
10
Properties=species:S:1:pos:R:3:lowdin_charge:R:1
C 2.8874 -0.7148 -0.0260 -0.09
C 0.9886 0.3946 -0.3087 -0.12
C -0.2193 0.0869 0.3405 0.02
N 3.1102 0.6129 0.3141 0.18
N 2.0149 1.1121 0.0894 0.10
N 2.0528 -1.4472 -0.3606 0.26
H 1.2468 0.4603 -1.4194 0.21
H -0.9599 -0.2911 -0.3650 0.12
H -0.7071 0.7227 1.1926 0.19
H 0.0315 -0.7962 0.9342 0.13
```

=====

The following is a DFT calculation (ωB97M-V/def2-TZVPD) of C3H4N3 as an isolated structure in a non-equilibrium geometry.

Summary:
**Total charge**: +1
**Largest force on an atom**: 0.09494 Eh/bohr
**E**: -7629.3634 eV
**Frontier orbital gap (spin up / spin down)**: 7.66 / 8.12 eV
**HOMO level (spin up / spin down)**: -0.6106 / -0.6406 hartree

Geometry as XYZ:
```
10
Properties=species:S:1:pos:R:3:lowdin_charge:R:1
C 1.7449 -1.0930 -0.0647 0.06
C 1.1942 0.3217 -0.0048 -0.24
C -0.1921 0.8373 0.0324 0.01
N 3.0945 -0.8830 0.0459 0.10
N 2.2093 1.1815 0.0222 0.18
N 3.1534 0.3935 -0.0229 0.14
H 1.3255 -2.7187 -0.5402 0.36
H -0.4479 1.5858 -0.7914 0.15
H -0.4814 1.3688 0.9727 0.13
H -0.7087 -0.1553 -0.1180 0.11
```

=====

The following is a DFT calculation (ωB97M-V/def2-TZVPD) of a 2-piece molecular cluster, C3H4N3O overall in a non-equilibrium geometry.

Summary:
**Total charge**: -1
**Largest force on an atom**: 0.06312 Eh/bohr
**<S²>**: 2.01
**E**: -9691.1721 eV
**Frontier orbital gap (spin up / spin down)**: 8.50 / 7.96 eV
**2S+1**: 3
**HOMO level (spin up / spin down)**: -0.1455 / -0.1455 hartree

Geometry as XYZ:
```
11
Properties=species:S:1:pos:R:3:lowdin_spin:R:1
C -1.7462 0.3165 0.5092 0.00
C -0.5329 0.7878 0.3192 0.00
C -0.6838 -1.0630 -0.6893 0.00
N -1.8771 -0.8471 -0.1634 0.00
N 0.1992 -0.1105 -0.4886 0.04
N 2.8448 0.3024 -0.2632 1.03
O 3.4334 -0.3051 0.6158 0.84
H -2.6008 0.6188 1.0481 0.00
H -0.1277 1.6902 0.7011 0.00
H -0.6754 -1.8191 -1.3641 0.00
H 1.7664 0.4292 -0.2248 0.08
```

=====

The following is a DFT calculation (ωB97M-V/def2-TZVPD) of an isolated ion of composition C3H4N3O2S and charge -1 in a non-equilibrium geometry.

Summary:
**Total charge**: -1
**Largest force on an atom**: 0.08202 Eh/bohr
**E**: -22574.7837 eV
**Frontier orbital gap**: 7.91 eV
**HOMO level**: -0.1659 hartree

Geometry as XYZ:
```
13
Properties=species:S:1:pos:R:3:lowdin_charge:R:1
C -2.2203 -1.4445 0.3643 -0.41
C -1.1172 0.1402 -0.3329 -0.67
C 2.0442 0.8352 -0.0074 -0.24
N -1.5257 -0.4299 0.8311 0.01
N -2.2221 -1.5603 -0.9355 -0.09
N -1.4924 -0.5359 -1.3943 -0.08
O -0.3272 2.4266 0.8011 -0.62
O 2.8649 -0.1957 -0.6147 -0.13
S -0.0264 1.6116 -0.4432 0.91
H -2.8176 -2.2067 1.1099 0.12
H 1.8529 0.6545 1.0952 0.08
H 2.5289 1.7353 -0.2087 0.02
H 2.4579 -1.0303 -0.2649 0.10
```

=====

The following is a DFT calculation (ωB97M-V/def2-TZVPD) of an isolated ion of composition C3H4N3O2S3 and charge -1 in a non-equilibrium geometry.

Summary:
**Total charge**: -1
**Largest force on an atom**: 0.06016 Eh/bohr
**SMILES string**: N=[S@](=O)([O-])C(=C=S)NNC=S
**E**: -44244.4143 eV
**Frontier orbital gap**: 7.05 eV
**HOMO level**: -0.1738 hartree

Geometry as XYZ:
```
15
Properties=species:S:1:pos:R:3:lowdin_charge:R:1
C 0.8981 -1.3317 1.5389 -0.71
C 1.5373 1.4374 -1.0991 -0.73
C 0.3257 -0.4183 0.8513 -0.34
N 0.7011 1.7774 -0.1067 -0.06
N 0.0374 0.9755 0.8450 -0.04
N -1.6723 -2.4519 -0.2119 -0.24
O -2.2844 -0.1254 0.2436 -0.39
O -0.7743 -0.5112 -1.6543 -0.37
S 2.2173 2.5546 -2.1592 0.42
S 1.2688 -2.7534 2.0496 0.69
S -1.2604 -0.9572 -0.3373 0.50
H 0.4647 2.7321 -0.0251 0.11
H -0.9281 1.1518 0.7321 0.06
H -2.3779 -2.3741 0.5577 0.00
H 1.8470 0.2943 -1.2246 0.11
```

=====

The following is a DFT calculation (ωB97M-V/def2-TZVPD) of one molecule with the formula C3H4N4 in a non-equilibrium geometry.

Summary:
**Largest force on an atom**: 0.08062 Eh/bohr
**SMILES string**: [H]/N=C\n1ccnn1
**E**: -9132.4504 eV
**Frontier orbital gap**: 10.17 eV
**HOMO level**: -0.3742 hartree

Geometry as XYZ:
```
11
Properties=species:S:1:pos:R:3:lowdin_charge:R:1
C 0.5072 -0.8639 1.2393 -0.29
C 0.6249 0.1170 -1.0598 -0.02
C -0.4134 0.8610 -1.7224 -0.16
H -0.3711 0.0450 2.8462 0.15
H 1.1322 -1.6668 0.5439 0.16
H 1.4428 -0.6440 -1.4363 0.14
H -0.8954 1.0050 -2.7958 0.14
N 0.3435 -0.8243 2.5010 0.08
N 0.0347 0.0160 0.2695 -0.20
N -1.2975 1.2993 -0.7794 -0.03
N -1.1078 0.6556 0.3938 0.04
```

=====

The following is a DFT calculation (ωB97M-V/def2-TZVPD) of one molecule with the formula C3H4N4 in a non-equilibrium geometry.

Summary:
**Largest force on an atom**: 0.10125 Eh/bohr
**SMILES string**: Nc1ccnnn1
**E**: -9132.3545 eV
**Frontier orbital gap**: 9.59 eV
**HOMO level**: -0.3375 hartree

Geometry as XYZ:
```
11
Properties=species:S:1:pos:R:3:lowdin_charge:R:1
C -0.6535 -0.1867 -0.1311 -0.41
C 0.1262 0.9321 0.1903 0.01
C 1.5567 0.6359 -0.0693 -0.13
H -2.3019 -1.4494 0.1222 0.15
H -2.3367 0.5989 -0.2993 0.19
H -0.0855 1.9370 0.2954 0.06
H 2.0959 1.5204 -0.1742 0.07
N -1.9709 -0.4359 0.0027 0.08
N 2.2412 -0.5435 -0.0438 0.03
N 1.2828 -1.6026 0.0871 -0.04
N 0.0458 -1.4062 0.0200 0.01
```

=====

The following is a DFT calculation (ωB97M-V/def2-TZVPD) of one molecule with the formula C3H4N4 in a non-equilibrium geometry.

Summary:
**Largest force on an atom**: 0.03872 Eh/bohr
**SMILES string**: Nc1cncnn1
**E**: -9134.7005 eV
**Frontier orbital gap**: 9.27 eV
**HOMO level**: -0.3373 hartree

Geometry as XYZ:
```
11
Properties=species:S:1:pos:R:3:lowdin_charge:R:1
N -0.7801 -1.7670 0.4384 0.11
C -0.3111 -0.4960 0.2396 -0.38
C 0.5612 -0.1950 -0.8331 -0.08
N 1.1216 0.9698 -0.9158 0.10
C 0.4999 1.8485 -0.1338 -0.25
N -0.3596 1.6979 0.8389 0.04
N -0.7254 0.4449 1.0793 0.06
H -0.1948 -2.5341 0.1469 0.09
H -1.2275 -1.8943 1.3351 0.10
H 0.8585 -0.8802 -1.6093 0.11
H 0.5571 2.8056 -0.5860 0.09
```

=====

The following is a DFT calculation (ωB97M-V/def2-TZVPD) of a 2-piece molecular cluster, C3H4N4 overall in a non-equilibrium geometry.

Summary:
**Largest force on an atom**: 0.04481 Eh/bohr
**E**: -9130.3834 eV
**Frontier orbital gap (spin up / spin down)**: 8.16 / 8.17 eV
**HOMO level (spin up / spin down)**: -0.3173 / -0.3186 hartree

Geometry as XYZ:
```
11
Properties=species:S:1:pos:R:3:lowdin_charge:R:1
C -1.2823 -1.0053 -0.0237 -0.09
C 0.1039 -0.9652 0.0101 -0.08
C -1.3080 1.2522 0.0261 -0.19
N -1.9968 0.1230 -0.0110 0.10
N 0.0072 1.3399 0.0345 0.07
N 2.7971 0.1888 -0.0800 0.03
N 0.6644 0.2326 0.0323 -0.07
H -1.8425 -1.9282 -0.0614 0.11
H 0.7589 -1.8215 0.0285 0.11
H -1.8534 2.1845 0.0514 0.11
H 2.9217 1.2013 -0.1628 -0.11
```

=====

The following is a DFT calculation (ωB97M-V/def2-TZVPD) of a 3-piece molecular cluster, C3H4N4O overall in a non-equilibrium geometry.

Summary:
**Largest force on an atom**: 0.11771 Eh/bohr
**E**: -11171.3153 eV
**Frontier orbital gap**: 7.91 eV
**HOMO level**: -0.3367 hartree

Geometry as XYZ:
```
12
Properties=species:S:1:pos:R:3:lowdin_charge:R:1
C 0.5070 0.2175 -0.3119 -0.35
C -0.7590 0.0047 0.3033 -0.04
C -1.5951 1.0642 0.2502 -0.08
H 2.7117 -1.8720 1.0894 0.21
H 0.8317 -3.0098 -0.8536 0.20
H -1.2662 -0.9317 0.5563 0.12
H -2.3804 0.7123 0.9432 0.12
N 1.0873 -1.9384 0.3974 -0.13
N 1.3680 -0.7513 -0.6060 -0.10
N -1.1987 2.3194 -0.2389 0.01
N -0.2052 2.6266 -0.7258 0.09
O 0.8991 1.5585 -0.8036 -0.06
```

=====

The following is a DFT calculation (ωB97M-V/def2-TZVPD) of C3H4N4O as an isolated structure in a non-equilibrium geometry.

Summary:
**Largest force on an atom**: 0.22336 Eh/bohr
**E**: -11178.1994 eV
**Frontier orbital gap**: 9.89 eV
**HOMO level**: -0.3484 hartree

Geometry as XYZ:
```
12
Properties=species:S:1:pos:R:3:lowdin_charge:R:1
C -2.0903 -0.4930 0.3116 -0.16
C 0.2803 -0.5097 -0.1642 -0.48
C 2.2605 -0.3204 -0.1663 -0.24
H -3.4505 0.7829 0.1857 0.05
H -2.7469 -1.1529 0.8865 0.09
H 3.4287 -0.0868 -0.0484 0.17
H 2.0104 1.7009 -0.2905 0.10
N -2.5495 0.6269 -0.4687 0.04
N -0.8116 -1.0437 -0.1669 0.11
N 1.5497 -1.2768 -0.2062 0.21
N 1.7450 0.9568 0.2668 0.08
O 0.3744 0.8159 -0.1394 0.03
```

=====

The following is a DFT calculation (ωB97M-V/def2-TZVPD) of C3H4N4O as an isolated structure in a non-equilibrium geometry.

Summary:
**Largest force on an atom**: 0.10825 Eh/bohr
**E**: -11178.2318 eV
**Frontier orbital gap**: 10.52 eV
**HOMO level**: -0.3703 hartree

Geometry as XYZ:
```
12
Properties=species:S:1:pos:R:3:lowdin_charge:R:1
C -1.9077 0.2899 -0.2001 -0.19
C 0.6809 -0.2631 0.2523 -0.38
C 2.5295 0.5433 -0.0081 -0.21
H -3.9436 0.0118 -0.5629 0.11
H -1.5764 1.3864 -1.0653 0.21
H -0.8626 -1.3930 0.4718 0.05
H 3.2982 1.3967 0.3561 0.16
N -3.0230 -0.4297 -0.0152 -0.01
N -0.7454 -0.4606 0.7587 0.08
N 1.2209 0.9462 0.3134 0.12
N 2.7929 -0.7441 -0.2331 0.07
O 1.5364 -1.2838 -0.0678 -0.02
```

=====

The following is a DFT calculation (ωB97M-V/def2-TZVPD) of C3H4N4O as an isolated structure in a non-equilibrium geometry.

Summary:
**Largest force on an atom**: 0.14336 Eh/bohr
**E**: -11176.8260 eV
**Frontier orbital gap**: 7.92 eV
**HOMO level**: -0.3291 hartree

Geometry as XYZ:
```
12
Properties=species:S:1:pos:R:3:lowdin_charge:R:1
C -0.2780 0.8989 -0.3617 -0.56
C 0.9288 0.6630 -0.0381 0.06
C 1.2093 -0.8027 0.2810 -0.43
H -1.6259 2.2609 0.5639 0.28
H 1.3374 1.5909 0.2778 0.12
H 1.7618 -2.3934 1.0852 0.09
H -2.6613 0.1507 -0.5149 0.35
N 2.0894 -1.3921 0.9064 0.12
N 0.2348 -1.6457 -0.3401 0.03
N -0.9015 -1.3742 -0.7718 0.00
N -1.1788 -0.0377 -0.6765 -0.01
O -0.9161 2.0815 -0.4111 -0.04
```

=====

The following is a DFT calculation (ωB97M-V/def2-TZVPD) of one molecule with the formula C3H4N4O in a non-equilibrium geometry.

Summary:
**Largest force on an atom**: 0.10377 Eh/bohr
**SMILES string**: [H]/N=c1\nccnn1O
**E**: -11178.0826 eV
**Frontier orbital gap**: 8.73 eV
**HOMO level**: -0.3159 hartree

Geometry as XYZ:
```
12
Properties=species:S:1:pos:R:3:lowdin_charge:R:1
C -1.0269 -1.4293 0.1525 -0.15
C 0.2387 -1.6012 -0.7169 -0.12
C 0.8234 0.5916 0.0950 -0.36
H -1.6405 2.4165 0.6628 0.16
H -1.6614 -2.4249 0.3967 0.14
H 0.5311 -2.4940 -1.2196 0.09
H 2.7751 1.4116 0.2692 0.13
N -0.5996 0.7491 0.3063 -0.14
N -1.4880 -0.2580 0.2428 0.07
N 1.1553 -0.6871 -0.7072 0.10
N 1.6446 1.5675 0.3212 0.09
O -0.7518 2.1582 0.1972 -0.01
```

=====

The following is a DFT calculation (ωB97M-V/def2-TZVPD) of C3H4N4O2 as an isolated structure in a non-equilibrium geometry.

Summary:
**Largest force on an atom**: 0.17063 Eh/bohr
**E**: -13228.2457 eV
**Frontier orbital gap**: 10.29 eV
**HOMO level**: -0.3609 hartree

Geometry as XYZ:
```
13
Properties=species:S:1:pos:R:3:lowdin_charge:R:1
C 1.7208 0.0142 -0.1445 -0.64
C -0.3986 -0.4391 0.0116 -0.39
C -2.5585 -0.3980 -0.0622 -0.18
H 3.8396 0.2847 0.6032 0.24
H 3.3271 -1.3492 0.5691 0.14
H -3.6058 -0.5547 -0.3382 0.15
H -0.3003 1.6006 -0.1489 0.12
N 2.9790 -0.4553 -0.0162 0.06
N 0.7295 -0.9483 -0.1003 0.18
N -1.6144 -1.2173 0.0596 0.17
N -0.8051 0.8442 0.2552 0.14
O 1.6124 1.2565 -0.1288 -0.01
O -2.2207 0.9175 0.0160 0.02
```

=====

The following is a DFT calculation (ωB97M-V/def2-TZVPD) of C3H4N4O2 as an isolated structure in a non-equilibrium geometry.

Summary:
**Largest force on an atom**: 0.16906 Eh/bohr
**E**: -13222.1336 eV
**Frontier orbital gap**: 8.45 eV
**HOMO level**: -0.3472 hartree

Geometry as XYZ:
```
13
Properties=species:S:1:pos:R:3:lowdin_charge:R:1
C 0.7915 -0.8674 -0.8184 -0.34
C -1.3993 -1.1058 -0.3311 -0.12
C -0.3326 0.6992 0.6128 -0.52
H 3.1001 -1.7154 -0.4802 0.29
H 1.7745 -2.5788 -1.3128 0.06
H -2.3631 -1.7192 -0.4162 0.15
H 1.2451 1.9123 1.1057 0.26
N 1.8993 -1.5351 -1.3938 0.03
N -0.5293 -1.4530 -1.2942 0.11
N -0.6226 1.7466 1.0696 -0.01
N 0.8719 -0.1432 0.4602 0.12
O -1.4603 -0.0889 0.6467 0.05
O 0.2791 2.7686 0.9073 -0.10
```